Molecular formula: C31H38BF4O
Method: DFT, ωB97M-V/def2-TZVPD

## Properties
**Frontier orbital gap**: 6.75 eV
**Total charge**: -1
**E**: -1703.5852 hartree
**HOMO**: -4.62 eV
**Molecular weight**: 513.448 g/mol

Each line ends with the Löwdin charge.
Positions of all 75 atoms, in Å:
C -0.653 -0.957 -3.230  -0.072
C -1.003 5.967 -2.698  -0.087
C -1.801 -0.484 -5.255  -0.288
C -0.869 -0.110 -4.308  -0.009
H -1.053 1.401 1.908  0.064
C -0.254 6.253 -0.033  -0.016
C -6.098 -6.657 -0.691  -0.099
F -2.021 0.338 -6.309  0.040
C 0.942 2.009 0.110  -0.228
H 1.834 -1.367 7.816  0.094
C 4.183 1.768 0.547  -0.276
H -1.178 -2.801 -2.279  0.100
C 0.275 5.599 -2.305  -0.014
C 3.032 1.501 1.512  -0.242
H 1.434 2.288 -0.829  0.116
H -6.437 -7.181 0.192  0.099
C -2.291 -2.495 -4.091  -0.084
B 4.862 -0.838 0.548  -0.479
H 1.186 2.419 2.199  0.096
H -3.242 -1.901 -5.943  0.114
C -1.360 -2.147 -3.122  -0.089
F 1.857 5.396 -0.586  0.062
C 2.342 -0.318 4.636  -0.071
H 3.848 -0.941 -0.156  -0.004
H -7.738 -7.319 -1.907  0.102
C -6.828 -6.734 -1.869  -0.089
H -2.365 0.309 1.455  0.070
H -2.230 7.007 0.280  0.101
C 4.273 -1.384 5.499  -0.277
H -0.012 2.552 0.151  0.111
F -4.812 -4.671 -4.033  0.045
F 5.548 -1.805 5.355  0.053
H -1.240 0.779 -0.629  0.112
C -1.906 6.477 -1.774  -0.104
H 4.541 2.795 0.733  0.096
H -6.950 -6.106 -3.939  0.116
H 4.185 -2.139 7.495  0.108
H 2.740 0.452 1.436  0.086
H -4.360 -5.840 0.268  0.107
H 0.996 5.189 -2.999  0.119
H 4.172 -0.592 3.507  0.083
C -4.488 -5.228 -1.776  -0.009
C -1.278 0.412 1.504  -0.071
H 0.065 6.340 0.997  0.118
C 2.340 -1.190 6.875  -0.109
C -5.238 -5.327 -2.931  -0.281
H -0.889 -0.329 2.204  0.074
C -6.401 -6.065 -3.008  -0.019
C 3.654 -0.732 4.452  0.007
C 1.813 2.400 1.298  -0.181
C 3.649 -1.624 6.710  -0.034
H 3.394 1.661 2.536  0.105
H 5.826 0.943 1.632  0.066
H -2.902 6.759 -2.088  0.097
H -0.664 -0.820 -0.157  0.108
H -2.847 -3.419 -4.007  0.077
H 0.073 -0.687 -2.473  0.104
H -3.586 -4.633 -1.767  0.112
H 4.600 -1.337 1.653  -0.024
C 5.316 0.745 0.674  -0.307
H 1.838 0.180 3.816  0.093
C -1.528 6.617 -0.446  -0.090
H -0.331 0.822 -4.417  0.118
C -4.932 -5.905 -0.648  -0.078
C -0.654 0.235 0.127  -0.300
O 0.698 0.611 0.075  -0.154
C 0.622 5.754 -0.977  -0.292
H -1.296 5.848 -3.734  0.102
H 5.766 -1.506 0.037  -0.024
H 6.062 0.975 -0.098  0.058
H 3.796 1.759 -0.481  0.101
H 0.662 -0.207 5.968  0.092
C 1.685 -0.537 5.840  -0.109
H 2.147 3.431 1.127  0.097
C -2.521 -1.658 -5.175  -0.020